C42H114N8O13 | ωB97M-V/def2-TZVPD

Last column: Mulliken charge in e.
Positions of all 177 atoms, in Å:
C 1.92607 2.79497 -7.33234  -1.431
C 1.11388 4.00302 -6.93436  0.679
C 1.77240 5.39857 -6.77089  -0.776
O 3.02477 5.19002 -6.17660  -0.261
C 3.93026 6.33988 -6.15969  -0.778
N 0.01351 4.22825 -7.88302  -0.790
H 1.47584 1.80267 -7.30519  0.384
H 2.73299 2.62464 -6.61962  0.284
H 2.24502 3.07898 -8.33520  0.355
H 0.64809 3.69051 -5.99976  0.184
H 1.23298 6.12722 -6.16575  0.371
H 1.95844 5.85316 -7.74395  0.415
H 3.44871 7.26109 -5.83171  0.297
H 4.19957 6.59748 -7.18401  0.325
H 4.80362 6.04455 -5.57819  0.227
H -0.64774 3.46903 -7.80283  0.252
H -0.53925 4.96738 -7.47285  0.262
C 1.99652 0.41849 -1.37453  -1.528
C 1.61739 1.84640 -1.07720  0.702
C 0.82185 1.97708 0.21744  -0.751
O -0.39011 1.25027 0.22337  -0.321
C -1.08594 1.28504 1.48919  -0.671
N 2.84131 2.68528 -1.12126  -0.757
H 2.78848 0.09521 -0.69898  0.371
H 2.20520 0.17590 -2.41651  0.362
H 1.28180 -0.27472 -0.93099  0.340
H 0.93013 2.04977 -1.89842  0.171
H 0.59771 3.01359 0.46948  0.360
H 1.48195 1.73109 1.04922  0.360
H -1.53567 2.21759 1.83006  0.228
H -0.32673 0.82222 2.11968  0.347
H -1.92239 0.59672 1.36799  0.232
H 2.53627 3.64402 -1.03256  0.253
H 3.10072 2.56446 -2.08986  0.304
C 8.60354 -1.01920 0.49207  -1.403
C 10.10544 -1.33941 0.90407  0.483
C 10.90167 -0.26299 1.58292  -0.667
O 12.30795 -0.54315 1.25824  -0.322
C 13.12356 0.44760 1.83747  -0.759
N 10.01523 -2.60934 1.66964  -0.746
H 8.22187 -1.99416 0.18898  0.406
H 8.60861 -0.42283 -0.42030  0.369
H 8.10728 -0.51758 1.32287  0.316
H 10.59371 -1.62127 -0.02880  0.288
H 10.80797 -0.42974 2.65600  0.285
H 10.52224 0.73744 1.37493  0.426
H 12.83712 1.48324 1.65448  0.286
H 14.15688 0.20919 1.58545  0.265
H 13.06536 0.24068 2.90607  0.319
H 10.91776 -2.75994 2.09723  0.272
H 9.46895 -2.59180 2.51897  0.188
C -4.98574 1.64866 -8.95476  -1.388
C -6.11410 1.19912 -7.92415  0.386
C -6.16634 1.79275 -6.48663  -0.565
O -4.85135 1.58764 -6.04676  -0.241
C -4.50215 2.10938 -4.81073  -0.794
N -7.44769 1.38806 -8.59334  -0.737
H -5.00763 2.72762 -9.10794  0.342
H -5.17097 1.23387 -9.94560  0.414
H -3.99435 1.35152 -8.61278  0.293
H -5.85206 0.15143 -7.77653  0.205
H -6.84534 1.10724 -5.97956  0.302
H -6.64632 2.77066 -6.44899  0.365
H -3.83032 1.39989 -4.32764  0.229
H -5.39384 2.14476 -4.18484  0.338
H -4.16461 3.13591 -4.95355  0.278
H -7.37995 1.03060 -9.53554  0.291
H -7.52353 2.38340 -8.74719  0.282
C 3.73511 -2.45838 5.47207  -1.104
C 5.32629 -2.62451 5.46756  0.040
C 6.00030 -1.28221 5.58923  -0.507
O 7.37940 -1.42361 5.77528  -0.327
C 7.90351 -0.16647 6.25189  -0.757
N 5.54664 -3.43450 6.73537  -0.737
H 3.06171 -3.31134 5.38786  0.358
H 3.58150 -1.65783 4.74843  0.300
H 3.54079 -2.10914 6.48615  0.229
H 5.55510 -3.26687 4.61720  0.347
H 5.56990 -0.74008 6.43123  0.313
H 5.80134 -0.66365 4.71408  0.340
H 8.94938 -0.39724 6.45442  0.244
H 7.35066 0.12107 7.14619  0.367
H 7.77715 0.62736 5.51570  0.290
H 5.18500 -2.90219 7.51381  0.280
H 6.55354 -3.38381 6.67464  0.317
C -4.59029 6.75229 0.82096  -1.621
C -4.23567 7.68966 1.94302  0.743
C -2.79087 7.57420 2.41834  -0.852
O -2.61401 8.18992 3.68913  -0.335
C -1.87865 9.34658 3.60038  -0.677
N -4.43075 9.00200 1.36369  -0.643
H -5.55137 7.07332 0.41926  0.399
H -4.57494 5.69241 1.07498  0.378
H -3.88429 7.00195 0.02891  0.374
H -4.88275 7.32181 2.73929  0.217
H -2.09868 7.93524 1.65766  0.467
H -2.61982 6.51371 2.60329  0.265
H -2.50605 10.15647 3.22816  0.263
H -1.05499 9.15570 2.91246  0.291
H -1.35193 9.50686 4.54112  0.284
H -3.71778 9.56930 1.79952  0.208
H -4.41538 9.10388 0.35895  0.238
C -0.71564 3.25070 7.46989  -0.957
C 0.36104 2.77329 8.46464  -0.204
O 0.51191 1.42219 8.53429  -0.510
H -0.60923 4.32052 7.29025  0.319
H -1.75640 3.12208 7.76720  0.271
H -0.51877 2.81367 6.49094  0.250
H 0.34241 3.34467 9.39270  0.284
H 1.29399 3.06194 7.98051  0.221
H 1.42641 1.28869 8.79405  0.325
C 2.37078 9.32880 -0.66151  -0.954
C 2.01332 10.68479 -0.19779  -0.185
O 2.41863 11.61974 -1.24462  -0.518
H 2.46700 8.67691 0.20674  0.306
H 3.34764 9.31855 -1.14496  0.317
H 1.56394 8.81151 -1.18067  0.263
H 2.55186 10.85376 0.73470  0.202
H 0.95378 10.80451 0.02837  0.265
H 1.60643 11.96998 -1.61780  0.302
C -5.67447 0.58911 6.79406  -1.114
C -6.62147 1.71617 7.16161  -0.065
O -7.22382 1.94792 5.87404  -0.519
H -4.82501 0.88726 6.17954  0.281
H -6.08153 -0.26648 6.25520  0.307
H -5.15982 0.14756 7.64746  0.352
H -6.12042 2.63271 7.47307  0.249
H -7.33576 1.41315 7.92717  0.225
H -7.62365 2.82058 5.86007  0.284
C -1.57962 -4.40469 -6.22549  -0.736
O -0.62183 -5.36825 -5.66722  -0.315
C -0.31823 -5.13396 -4.28092  -0.605
C 0.86568 -6.04932 -3.82768  -0.626
N 2.08453 -5.79707 -4.60221  -0.382
C 2.99722 -6.87188 -4.55918  -1.051
C 2.82240 -8.14753 -5.45718  -0.406
O 2.67157 -9.25581 -4.54343  -0.347
C 3.15382 -10.41530 -5.12772  -0.693
H -1.75937 -4.82971 -7.21298  0.238
H -1.13443 -3.41666 -6.10840  0.317
H -2.58357 -4.44684 -5.80312  0.289
H -1.22416 -5.35615 -3.71700  0.398
H -0.12640 -4.10140 -3.98920  0.375
H 0.60983 -7.10426 -3.92647  0.312
H 1.26023 -6.02652 -2.81185  0.431
H 1.67957 -5.67745 -5.51970  0.285
H 3.04737 -7.16210 -3.50972  0.412
H 3.96983 -6.41529 -4.74266  0.425
H 3.76575 -8.13214 -6.00303  0.426
H 2.18273 -8.24926 -6.33386  0.461
H 3.04120 -10.26453 -6.20136  0.350
H 2.60621 -11.31715 -4.85406  0.220
H 4.16790 -10.58958 -4.76804  0.222
C -10.37150 -9.76891 2.88350  -0.757
O -9.17640 -9.67213 3.63954  -0.309
C -7.98083 -10.15108 3.00175  -0.377
C -6.86642 -10.11917 4.06118  -0.870
N -6.29364 -8.77374 4.28368  -0.249
C -6.13906 -7.75393 3.18160  -0.301
C -5.72902 -6.37023 3.76631  -0.585
O -4.99164 -5.76328 2.71899  -0.384
C -5.81926 -4.86675 1.92372  -0.646
H -10.30390 -9.60828 1.80753  0.309
H -11.04669 -9.06473 3.36967  0.249
H -10.79420 -10.76631 3.00446  0.280
H -7.72233 -9.57580 2.11274  0.344
H -8.05672 -11.19779 2.70722  0.406
H -5.98034 -10.68413 3.77173  0.300
H -7.26541 -10.51277 4.99606  0.384
H -6.51335 -8.33351 5.16573  0.248
H -7.03939 -7.61355 2.58343  0.168
H -5.41231 -8.28290 2.56505  0.267
H -4.99995 -6.45306 4.57236  0.369
H -6.55766 -5.75934 4.12442  0.349
H -6.17318 -4.00277 2.48620  0.271
H -6.54334 -5.52494 1.44350  0.295
H -5.15049 -4.45328 1.16882  0.240

Atoms 1-2, force components in eV/Å:
C 1.14 0.81 -0.30
C -1.90 -0.03 1.08

For the HOMO-LUMO gap, the calculation gives 8.17 eV. Its charge is 0. The multiplicity is 1. The largest force on an atom is 4.48 eV Å⁻¹. The energy is -83926.673 eV. The structure (SMILES) is COC[C@H](C)N.COC[C@H](C)N.COC[C@H](C)N.COC[C@H](C)N.COC[C@H](C)N.COC[C@H](C)N.COCCNCCOC.COCCNCCOC.CCO.CCO.CCO. The value obtained for the relative energy (zero: lowest compared OMol25 entry of this formula, charge and spin) is 163.7 kcal per mole.

---

C16H17F3N3OPdS2 | ωB97M-V/def2-TZVPD

Last column: Mulliken charge in e.
Positions of all 43 atoms, in Å:
Pd -0.15578 -0.66106 0.29767  0.430
F 0.50455 3.92644 1.78391  -0.202
C 1.83262 3.78526 1.64177  0.626
F 2.35290 5.00735 1.49610  -0.284
F 2.30276 3.27328 2.79519  -0.216
C 2.17567 2.89018 0.47895  -0.187
C 2.94682 3.36034 -0.56803  -0.228
C 3.21458 2.54140 -1.65619  -0.668
C 2.68485 1.26821 -1.64680  -0.416
N 1.96803 0.78771 -0.62289  -0.087
C 1.72570 1.57437 0.41560  0.705
S 0.80783 0.77107 1.72251  -0.270
H 3.32428 4.37329 -0.53687  0.516
H 3.81252 2.88592 -2.48743  0.403
H 2.84146 0.59131 -2.47807  0.422
C -4.03094 1.26626 -2.22264  -1.150
C -3.57044 2.11834 -1.04835  -0.564
S -2.44997 1.41292 0.13665  0.566
O -1.31729 0.70340 -0.68127  -0.667
C -3.46039 0.11297 0.83826  -0.602
C -3.50801 -1.21612 0.10656  -0.838
H -4.46504 1.92177 -2.97635  0.383
H -4.79585 0.54824 -1.93644  0.270
H -3.19635 0.73624 -2.67893  0.297
H -4.38782 2.47667 -0.41728  0.482
H -3.03134 3.00296 -1.39672  0.405
H -4.45189 0.55998 0.93777  0.508
H -3.06713 -0.01698 1.84664  0.402
H -4.00301 -1.16490 -0.85799  0.220
H -4.04832 -1.92752 0.73107  0.370
H -2.52034 -1.63912 -0.07632  0.072
N 5.03812 -4.00617 -0.99736  -0.396
C 4.03844 -3.89409 -0.44522  -0.128
C 2.77707 -3.75150 0.24947  0.133
C 2.31764 -4.73554 1.11358  -0.055
C 1.10749 -4.54386 1.75577  -0.792
C 0.40023 -3.38517 1.51609  -0.139
N 0.84015 -2.44140 0.66789  -0.155
C 2.01932 -2.60983 0.05896  -0.108
H 2.90566 -5.62828 1.28074  0.528
H 0.71443 -5.27847 2.44313  0.405
H -0.54867 -3.19223 1.99591  0.431
H 2.35549 -1.80365 -0.57900  0.574

Atoms 1-2, force components in eV/Å:
Pd -0.51 -0.64 -0.89
F -0.04 0.03 -0.02

For the HOMO-LUMO gap (spin up / spin down), the calculation gives 6.68 / 6.69 eV. Its charge is +1. The multiplicity is 1. The largest force on an atom is 1.22 eV Å⁻¹. The energy is -56681.725 eV. The value obtained for the relative energy (zero: lowest compared OMol25 entry of this formula, charge and spin) is 20.9 kcal per mole.